(1)
{"formula": "C33H50GeMnN2S2Sb", "method": "ωB97M-V/def2-TZVPD", "molar_mass_g_mol": 788.22, "lumo_energy_ev": [0.51, 0.52], "e_homo_ha": [-0.2390, -0.1598], "orbital_gap_ev": [7.01, 4.87], "energy_ev": -154056.4164, "multiplicity": 5, "charge": 0, "symbols": ["Sb", "Ge", "Mn", "S", "S", "N", "N", "C", "C", "C", "C", "C", "C", "C", "C", "C", "C", "C", "C", "C", "C", "C", "C", "C", "C", "C", "C", "C", "C", "C", "C", "C", "C", "C", "C", "C", "C", "C", "C", "C", "H", "H", "H", "H", "H", "H", "H", "H", "H", "H", "H", "H", "H", "H", "H", "H", "H", "H", "H", "H", "H", "H", "H", "H", "H", "H", "H", "H", "H", "H", "H", "H", "H", "H", "H", "H", "H", "H", "H", "H", "H", "H", "H", "H", "H", "H", "H", "H", "H", "H"], "xyz": [[0.574, -1.883, -2.515], [0.221, 0.344, 2.613], [-1.515, 0.788, -0.355], [-3.417, 2.074, -1.453], [0.436, -0.319, 0.557], [-0.579, 1.735, -2.384], [-0.719, 2.962, 0.058], [-0.545, -3.142, -1.094], [-1.619, 1.102, 2.801], [0.846, -3.173, 5.763], [2.525, -2.148, -1.507], [-3.249, 2.608, 3.768], [-1.967, -2.609, -0.968], [0.874, -1.853, 6.191], [-3.911, 1.126, 2.001], [0.843, -3.314, -4.164], [3.369, -0.889, -1.679], [-1.511, 1.468, -3.461], [-4.221, 2.138, 2.897], [3.642, 3.651, 2.467], [-2.929, 3.762, -0.884], [0.326, 3.412, -0.858], [3.902, 2.304, 2.241], [0.470, -2.429, 3.509], [-2.876, 2.116, -3.202], [-0.040, 3.087, -2.313], [-0.514, -4.639, -1.372], [0.499, -1.103, 3.928], [-1.958, 2.093, 3.717], [1.360, 3.110, 3.000], [0.705, -0.825, 5.275], [2.891, 1.371, 2.394], [0.644, -3.461, 4.421], [1.814, -2.714, -5.177], [1.604, 1.760, 2.772], [2.373, 4.050, 2.852], [-1.878, 3.832, 0.228], [-2.616, 0.618, 1.947], [-0.485, -3.630, -4.843], [3.274, -3.410, -1.912], [-2.547, -2.802, -1.874], [-5.225, 2.541, 2.934], [1.238, 2.872, -0.594], [1.393, -1.808, -5.621], [-2.628, 4.317, -1.771], [-3.502, 3.366, 4.499], [-2.482, -3.077, -0.122], [-1.209, -4.065, -4.155], [2.228, -2.215, -0.461], [0.991, -3.976, 6.475], [2.836, -0.028, -1.270], [0.516, 4.489, -0.756], [0.620, -4.490, 4.084], [-1.632, 0.385, -3.506], [-0.329, -4.342, -5.659], [2.655, -4.298, -1.772], [0.737, 0.205, 5.616], [-1.579, 4.888, 0.319], [4.316, -0.986, -1.140], [-2.422, -0.277, 1.351], [1.271, -4.232, -3.754], [-2.359, 3.531, 1.160], [2.009, -3.422, -5.989], [0.844, 3.218, -2.947], [-3.649, 1.583, -3.754], [-1.217, 2.458, 4.419], [-0.798, 3.790, -2.661], [4.888, 1.984, 1.929], [-1.083, -4.897, -2.266], [-0.927, -2.727, -5.272], [4.427, 4.385, 2.336], [-4.676, 0.713, 1.355], [0.182, 1.061, -2.405], [-0.022, -2.945, -0.159], [3.591, -3.372, -2.956], [-0.297, 2.813, 0.967], [-0.951, -5.186, -0.531], [0.368, 3.442, 3.290], [3.077, 0.323, 2.185], [4.170, -3.530, -1.295], [-2.904, 3.159, -3.519], [2.168, 5.100, 3.029], [-1.957, -1.517, -0.797], [1.025, -1.627, 7.239], [-1.147, 1.810, -4.441], [0.509, -4.995, -1.505], [3.597, -0.696, -2.732], [-3.846, 4.209, -0.500], [0.314, -2.648, 2.458], [2.771, -2.449, -4.722]]}

(2)
{"formula": "C33H50N3OP2Pt", "method": "ωB97M-V/def2-TZVPD", "molar_mass_g_mol": 761.81, "lumo_energy_ev": [-2.49, -4.32], "e_homo_ha": [-0.2805, -0.3961], "orbital_gap_ev": [5.14, 6.46], "energy_ev": -63368.1945, "multiplicity": 3, "charge": 1, "symbols": ["Pt", "P", "P", "O", "N", "N", "N", "C", "C", "C", "C", "C", "C", "C", "C", "C", "C", "C", "C", "C", "C", "C", "C", "C", "C", "C", "C", "C", "C", "C", "C", "C", "C", "C", "C", "C", "C", "C", "C", "C", "H", "H", "H", "H", "H", "H", "H", "H", "H", "H", "H", "H", "H", "H", "H", "H", "H", "H", "H", "H", "H", "H", "H", "H", "H", "H", "H", "H", "H", "H", "H", "H", "H", "H", "H", "H", "H", "H", "H", "H", "H", "H", "H", "H", "H", "H", "H", "H", "H", "H"], "xyz": [[-0.266, 0.524, 0.485], [1.599, -0.623, 1.482], [-2.279, 0.848, -0.713], [-1.171, 1.288, 3.229], [0.959, 0.270, -1.189], [-0.883, -1.627, 0.043], [-0.043, 3.785, 1.773], [1.545, -1.649, 3.063], [3.041, 1.628, 0.623], [-1.310, 2.110, -3.011], [-2.103, 0.856, -2.616], [1.533, -0.707, 4.296], [3.894, 0.531, 2.680], [2.348, -1.248, -2.454], [0.139, -2.482, -0.079], [1.503, -1.834, 0.014], [1.591, -0.844, -1.230], [-3.118, -0.785, -0.416], [4.259, -0.553, 0.460], [2.662, -0.221, -3.360], [2.715, -2.578, -2.732], [3.417, -0.504, -4.504], [-1.469, 4.674, 3.777], [-3.575, 2.098, -0.119], [-3.469, 0.819, -3.324], [2.763, -2.608, 3.094], [-0.689, 4.167, 2.664], [-1.451, -4.209, -0.595], [-3.787, 1.965, 1.399], [-0.827, 1.026, 2.145], [3.813, -1.822, -4.758], [-2.135, -1.931, -0.305], [-2.471, -3.262, -0.561], [-0.126, -3.816, -0.375], [3.446, -2.860, -3.890], [-3.041, 3.512, -0.407], [-4.951, 1.888, -0.774], [-1.319, -0.370, -3.104], [3.264, 0.263, 1.302], [0.242, -2.467, 3.132], [2.311, 0.792, -3.140], [-4.657, 2.577, 1.680], [3.971, -0.600, -0.597], [-5.016, 2.310, -1.781], [-3.701, 4.233, 0.100], [-4.000, 0.936, 1.715], [2.632, 1.509, -0.390], [3.384, -2.595, 2.187], [4.833, 1.082, 2.516], [-3.049, 3.758, -1.478], [-1.712, -1.315, -2.714], [-1.122, 2.075, -4.095], [-2.025, 3.648, -0.005], [4.011, 2.142, 0.541], [-2.199, 5.415, 3.419], [4.149, -0.393, 3.212], [0.705, -4.518, -0.421], [4.406, -2.044, -5.647], [3.729, -3.894, -4.104], [-0.646, -1.823, 3.081], [5.233, -0.040, 0.509], [2.408, -3.374, -2.050], [1.005, -1.221, 5.114], [0.182, -3.228, 2.346], [-0.337, 2.129, -2.498], [-4.094, -0.015, -2.980], [-4.024, 1.759, -3.231], [0.226, -2.981, 4.106], [-0.260, -0.284, -2.832], [2.343, 2.258, 1.192], [2.410, -3.642, 3.222], [-3.687, -0.705, 0.523], [-3.287, 0.667, -4.398], [3.251, 1.159, 3.307], [-3.849, -1.007, -1.204], [-3.517, -3.506, -0.744], [3.691, 0.308, -5.182], [3.410, -2.386, 3.955], [-5.258, 0.834, -0.793], [-1.367, -0.404, -4.204], [-5.687, 2.428, -0.162], [-1.847, 3.040, -2.795], [-2.929, 2.342, 1.959], [-1.684, -5.255, -0.797], [-2.006, 3.844, 4.262], [4.410, -1.574, 0.831], [2.540, -0.484, 4.664], [-0.812, 5.148, 4.518], [0.993, 0.229, 4.099], [2.293, -2.583, 0.040]]}

(3)
{"formula": "C33H51AgN7OSSi3", "method": "ωB97M-V/def2-TZVPD", "molar_mass_g_mol": 786.01, "lumo_energy_ev": 2.68, "e_homo_ha": -0.1471, "e_above_lowest_kj_mol": 0.0, "orbital_gap_ev": 6.69, "energy_ev": -86000.7955, "charge": -1, "symbols": ["Ag", "S", "Si", "Si", "Si", "O", "N", "N", "N", "N", "N", "N", "N", "C", "C", "C", "C", "C", "C", "C", "C", "C", "C", "C", "C", "C", "C", "C", "C", "C", "C", "C", "C", "C", "C", "C", "C", "C", "C", "C", "C", "C", "C", "C", "C", "C", "H", "H", "H", "H", "H", "H", "H", "H", "H", "H", "H", "H", "H", "H", "H", "H", "H", "H", "H", "H", "H", "H", "H", "H", "H", "H", "H", "H", "H", "H", "H", "H", "H", "H", "H", "H", "H", "H", "H", "H", "H", "H", "H", "H", "H", "H", "H", "H", "H", "H", "H"], "xyz": [[-0.108, 0.271, 0.183], [1.556, 2.476, 0.129], [-0.627, 0.129, 3.432], [1.734, -1.467, 2.240], [-1.161, -2.351, 1.700], [-2.023, 2.190, -0.593], [-1.785, 4.267, 0.277], [-2.884, -0.439, 0.593], [-0.801, -1.024, -2.114], [4.011, 2.515, -0.835], [1.612, 0.198, -1.791], [2.790, 0.853, -1.727], [-0.861, 3.725, -1.803], [4.793, -1.869, -5.204], [3.767, -1.808, -3.028], [0.205, -2.668, -3.531], [1.535, -0.742, -2.664], [-0.995, -3.349, -3.628], [-2.816, -1.729, 0.956], [4.818, -2.182, -3.850], [-4.003, 0.033, 0.051], [2.051, -2.887, 3.467], [3.709, -1.182, -5.730], [-3.909, -2.578, 0.756], [-2.106, -2.841, -2.978], [-2.645, 3.936, 1.390], [-2.509, 0.294, 3.586], [2.674, -1.122, -3.550], [-0.036, -0.990, 2.096], [-5.124, -0.753, -0.180], [-0.510, 2.715, -2.785], [-1.336, 5.634, 0.139], [-0.063, 4.940, -1.868], [-0.508, -3.603, 0.443], [2.837, -0.048, 2.809], [2.801, 1.862, -0.868], [2.540, -2.106, 0.650], [-0.119, -0.464, 5.167], [2.653, -0.814, -4.905], [-0.056, 1.920, 3.304], [-1.707, -3.424, 3.170], [-1.951, -1.680, -2.234], [0.022, 5.644, -0.528], [-1.569, 3.329, -0.700], [0.268, -1.498, -2.768], [-5.070, -2.091, 0.179], [-6.009, -0.325, -0.633], [-0.550, 0.191, 5.932], [3.785, -2.035, -1.969], [-2.925, 0.844, 2.742], [0.728, 5.105, 0.106], [-0.489, -1.478, 5.345], [3.684, -0.930, -6.783], [-3.974, 1.081, -0.227], [-3.070, -3.329, -3.025], [1.553, -3.804, 3.139], [-0.826, -3.866, 3.643], [-0.513, 2.385, 2.426], [-2.370, -4.242, 2.868], [4.177, 3.068, -0.012], [2.577, 0.317, 3.806], [1.804, -0.279, -5.314], [5.663, -2.716, -3.433], [1.694, -2.657, 4.473], [-1.089, 1.814, -2.605], [-0.380, 2.474, 4.194], [0.380, 6.666, -0.668], [-3.842, -3.619, 1.053], [-1.057, -4.264, -4.205], [5.617, -2.158, -5.845], [-2.794, -1.260, -1.702], [3.876, -0.389, 2.838], [-2.226, -2.833, 3.928], [4.785, 1.990, -1.212], [-3.634, 4.399, 1.287], [0.550, 2.461, -2.701], [-3.041, -0.658, 3.656], [-1.275, 6.069, 1.139], [3.628, -2.041, 0.762], [-2.061, 6.234, -0.433], [-2.765, 2.857, 1.432], [-1.316, -4.262, 0.112], [-5.921, -2.743, 0.014], [1.092, -3.035, -4.028], [0.266, -4.229, 0.895], [2.762, 0.795, 2.117], [-0.486, 5.608, -2.630], [-2.193, 4.278, 2.323], [3.124, -3.100, 3.526], [-2.712, 0.858, 4.503], [1.022, 2.030, 3.195], [2.285, -3.148, 0.449], [-0.080, -3.118, -0.438], [-0.712, 3.094, -3.792], [0.963, -0.478, 5.311], [0.944, 4.663, -2.192], [2.256, -1.507, -0.217]]}

(4)
{"formula": "C33H51AsBrMnN3O2Si3", "method": "ωB97M-V/def2-TZVPD", "molar_mass_g_mol": 815.81, "lumo_energy_ev": [-5.04, -4.28], "e_homo_ha": [-0.4656, -0.4655], "orbital_gap_ev": [7.63, 8.39], "energy_ev": -229434.9019, "multiplicity": 4, "charge": 2, "symbols": ["Br", "As", "Mn", "Si", "Si", "Si", "O", "O", "N", "N", "N", "C", "C", "C", "C", "C", "C", "C", "C", "C", "C", "C", "C", "C", "C", "C", "C", "C", "C", "C", "C", "C", "C", "C", "C", "C", "C", "C", "C", "C", "C", "C", "C", "C", "H", "H", "H", "H", "H", "H", "H", "H", "H", "H", "H", "H", "H", "H", "H", "H", "H", "H", "H", "H", "H", "H", "H", "H", "H", "H", "H", "H", "H", "H", "H", "H", "H", "H", "H", "H", "H", "H", "H", "H", "H", "H", "H", "H", "H", "H", "H", "H", "H", "H", "H"], "xyz": [[11.991, 14.958, 10.584], [9.743, 13.168, 8.508], [16.353, 8.734, 11.326], [10.788, 11.584, 9.997], [11.138, 13.532, 6.594], [7.779, 11.751, 7.896], [17.073, 10.993, 8.356], [15.926, 10.280, 12.656], [18.273, 7.877, 7.023], [15.884, 12.528, 11.922], [16.555, 10.689, 10.592], [17.763, 5.502, 8.658], [10.149, 14.461, 5.445], [11.086, 16.247, 9.578], [19.315, 8.764, 6.370], [16.700, 7.163, 10.181], [9.084, 17.186, 8.664], [9.814, 16.031, 9.117], [16.854, 8.203, 6.567], [18.491, 7.883, 8.524], [11.481, 11.718, 6.276], [16.808, 11.480, 9.464], [8.105, 10.190, 6.930], [9.637, 18.434, 8.604], [17.592, 6.817, 9.101], [6.972, 11.401, 9.556], [16.158, 13.323, 10.913], [12.740, 14.483, 7.082], [17.082, 4.467, 9.287], [16.025, 6.106, 10.684], [9.005, 14.822, 9.204], [10.169, 11.940, 11.689], [7.660, 14.822, 9.156], [7.691, 17.127, 8.326], [16.123, 11.128, 11.759], [6.965, 16.033, 8.685], [12.696, 11.450, 10.009], [6.732, 12.948, 6.869], [16.112, 4.762, 10.270], [10.393, 9.970, 9.162], [16.611, 12.885, 9.709], [15.254, 12.955, 13.113], [11.660, 17.520, 9.488], [10.965, 18.600, 8.959], [15.919, 14.317, 11.141], [19.526, 7.519, 8.608], [13.112, 10.909, 9.181], [11.464, 19.573, 9.011], [6.625, 10.365, 9.627], [10.844, 11.540, 12.443], [7.160, 13.892, 9.088], [15.575, 14.008, 13.274], [16.179, 7.714, 7.267], [7.642, 11.617, 10.394], [16.842, 13.580, 8.878], [18.457, 6.898, 6.720], [12.288, 11.499, 6.902], [5.882, 13.170, 7.521], [20.330, 8.354, 6.538], [17.237, 3.439, 9.003], [9.757, 15.340, 6.008], [10.536, 11.188, 6.452], [15.417, 4.046, 10.754], [10.211, 12.984, 11.868], [9.255, 13.861, 5.092], [10.662, 14.818, 4.531], [15.348, 6.193, 11.539], [14.165, 12.862, 13.250], [15.660, 12.405, 13.976], [8.593, 10.427, 5.987], [5.910, 16.108, 8.758], [9.015, 19.268, 8.379], [12.475, 15.427, 7.529], [7.224, 13.876, 6.548], [10.352, 10.194, 8.142], [11.175, 9.241, 9.434], [11.662, 11.553, 5.263], [8.595, 9.356, 7.476], [9.449, 9.491, 9.385], [18.585, 5.270, 8.011], [13.287, 14.719, 6.132], [12.630, 17.631, 9.854], [7.040, 9.936, 6.744], [13.435, 13.940, 7.724], [16.629, 7.834, 5.595], [16.783, 9.307, 6.586], [12.914, 10.862, 10.917], [18.159, 8.848, 8.917], [7.172, 18.037, 8.168], [19.097, 8.869, 5.354], [13.143, 12.388, 9.953], [6.054, 12.020, 9.710], [6.371, 12.434, 5.980], [9.153, 11.577, 11.930], [19.229, 9.732, 6.897]]}